# 1
Molecular formula: C4H4N2O4
Method: DFT, wB97M-V/def2-TZVPD

Summary:
- energy above the lowest of the compared OMol25 structures with the same formula, charge and spin (kcal per mole) = 34.9
- E_HOMO (alpha / beta) (eV) = -8.575 / -8.575
- largest force on an atom (eV/Å) = 4.1
- lowest unoccupied orbital energy (alpha / beta) (eV) = -0.656 / -0.655
- SMILES string = O=c1ccc(O)[n+]([O-])n1O

Last columns: bonded neighbours and bond lengths (Å).
Atoms and positions in Å:
1 O 2.76 0.78 0.09  C7 1.169
2 O -0.81 -2.11 0.07  N6 1.254
3 O 1.80 -1.69 -0.11  N5 1.408, H14 0.971
4 O -2.58 -0.35 0.05  C8 1.341, H12 1.054
5 N 0.93 -0.58 -0.16  O3 1.408, N6 1.380, C7 1.503
6 N -0.39 -0.93 0.01  O2 1.254, N5 1.380, C8 1.363
7 C 1.59 0.75 0.07  O1 1.169, N5 1.503, C10 1.436
8 C -1.31 0.08 -0.03  O4 1.341, N6 1.363, C9 1.396
9 C -0.80 1.37 -0.12  C8 1.396, C10 1.378, H13 1.059
10 C 0.53 1.71 0.00  C7 1.436, C9 1.378, H11 1.133
11 H 0.93 2.75 0.22  C10 1.133
12 H -2.37 -1.35 0.31  O4 1.054
13 H -1.59 2.08 -0.13  C9 1.059
14 H 1.31 -2.51 -0.27  O3 0.971



# 2
Molecular formula: C4H4N2S
Method: DFT, wB97M-V/def2-TZVPD

Summary:
- energy above the lowest of the compared OMol25 structures with the same formula, charge and spin (kcal per mole) = 6.6
- E_HOMO (eV) = -9.423
- largest force on an atom (eV/Å) = 1.7
- lowest unoccupied orbital energy (eV) = 0.518
- SMILES string = Sc1ccncn1

Last columns: bonded neighbours and bond lengths (Å).
Atoms and positions in Å:
1 S 2.68 0.01 -0.10  C6 1.797, H11 1.410
2 N -1.82 -0.17 -0.13  C5 1.330, C7 1.317
3 N 0.31 -1.25 -0.04  C6 1.343, C7 1.347
4 C 0.15 1.15 0.02  C5 1.360, C6 1.397, H8 1.078
5 C -1.20 1.00 -0.03  N2 1.330, C4 1.360, H9 1.081
6 C 0.89 -0.03 -0.03  S1 1.797, N3 1.343, C4 1.397
7 C -1.03 -1.22 -0.04  N2 1.317, N3 1.347, H10 1.079
8 H 0.57 2.14 0.11  C4 1.078
9 H -1.81 1.89 -0.13  C5 1.081
10 H -1.51 -2.19 0.06  C7 1.079
11 H 2.77 -1.34 0.32  S1 1.410



# 3
Molecular formula: C4H4N2S
Method: DFT, wB97M-V/def2-TZVPD

Summary:
- energy above the lowest of the compared OMol25 structures with the same formula, charge and spin (kcal per mole) = 132.7
- E_HOMO (alpha / beta) (eV) = -7.839 / -9.558
- largest force on an atom (eV/Å) = 6.2
- lowest unoccupied orbital energy (alpha / beta) (eV) = -0.732 / -0.469

Last columns: bonded neighbours and bond lengths (Å).
Atoms and positions in Å:
1 S 3.52 -0.19 0.12  C6 1.579
2 N 0.70 -0.25 0.01  C4 1.403, C5 1.377, C6 1.333
3 N -1.42 0.03 -0.56  C5 1.281, C7 1.363
4 C 0.18 -1.55 -0.14  N2 1.403, C7 1.418, H8 0.992
5 C -0.33 0.63 -0.25  N2 1.377, N3 1.281, H9 1.016
6 C 1.97 0.10 0.20  S1 1.579, N2 1.333
7 C -1.16 -1.30 -0.55  N3 1.363, C4 1.418, H11 1.067
8 H 0.81 -2.31 -0.12  C4 0.992
9 H 0.00 1.59 -0.22  C5 1.016
10 H 1.35 2.66 -1.34  no bonds
11 H -2.00 -1.90 -0.82  C7 1.067



# 4
Molecular formula: C4H4N2S
Method: DFT, wB97M-V/def2-TZVPD

Summary:
- energy above the lowest of the compared OMol25 structures with the same formula, charge and spin (kcal per mole) = 38.9
- multiplicity = 3
- E_HOMO (alpha / beta) (eV) = -5.459 / -9.612
- largest force on an atom (eV/Å) = 4.8
- ⟨S²⟩ = 2.02
- lowest unoccupied orbital energy (alpha / beta) (eV) = 0.628 / -2.255

Last columns: bonded neighbours and bond lengths (Å).
Atoms and positions in Å:
1 S -3.31 -0.58 0.08  C4 1.576
2 N -1.23 1.26 0.08  C4 1.207, C5 1.326
3 N 1.10 -0.61 -0.44  C6 1.269, C7 1.325
4 C -2.13 0.45 0.00  S1 1.576, N2 1.207
5 C 0.06 1.54 0.01  N2 1.326, C7 1.367, H9 1.048
6 C 0.79 -1.75 0.03  N3 1.269, H10 1.044, H11 1.083
7 C 1.11 0.67 -0.09  N3 1.325, C5 1.367, H8 1.054
8 H 2.09 0.98 -0.30  C7 1.054
9 H 0.15 2.58 -0.05  C5 1.048
10 H 1.01 -2.71 -0.33  C6 1.044
11 H 0.36 -1.82 1.02  C6 1.083



Copy entry 1 word for word.
Molecular formula: C4H4N2O4
Method: DFT, wB97M-V/def2-TZVPD

Summary:
- energy above the lowest of the compared OMol25 structures with the same formula, charge and spin (kcal per mole) = 34.9
- E_HOMO (alpha / beta) (eV) = -8.575 / -8.575
- largest force on an atom (eV/Å) = 4.1
- lowest unoccupied orbital energy (alpha / beta) (eV) = -0.656 / -0.655
- SMILES string = O=c1ccc(O)[n+]([O-])n1O

Last columns: bonded neighbours and bond lengths (Å).
Atoms and positions in Å:
1 O 2.76 0.78 0.09  C7 1.169
2 O -0.81 -2.11 0.07  N6 1.254
3 O 1.80 -1.69 -0.11  N5 1.408, H14 0.971
4 O -2.58 -0.35 0.05  C8 1.341, H12 1.054
5 N 0.93 -0.58 -0.16  O3 1.408, N6 1.380, C7 1.503
6 N -0.39 -0.93 0.01  O2 1.254, N5 1.380, C8 1.363
7 C 1.59 0.75 0.07  O1 1.169, N5 1.503, C10 1.436
8 C -1.31 0.08 -0.03  O4 1.341, N6 1.363, C9 1.396
9 C -0.80 1.37 -0.12  C8 1.396, C10 1.378, H13 1.059
10 C 0.53 1.71 0.00  C7 1.436, C9 1.378, H11 1.133
11 H 0.93 2.75 0.22  C10 1.133
12 H -2.37 -1.35 0.31  O4 1.054
13 H -1.59 2.08 -0.13  C9 1.059
14 H 1.31 -2.51 -0.27  O3 0.971